No. 1
Density functional theory data (ωB97M-V/def2-TZVPD) for C5H6O in the gas phase.

As for the structure (SMILES): C1=C[C@H]2O[C@H]2C1. The HOMO energy comes out at -9.451 eV. The total energy comes out at -269.292093 hartree. As for the maximum force: 0.3 eV/Å. Its HOMO-LUMO gap is 10.614 eV. Its energy relative to the best compared isomer or geometry (same formula, charge and spin) is 34.0 kcal per mole.

XYZ file:
```
12
Properties=species:S:1:pos:R:3:forces:R:3
C 0.477961 1.019277 -0.620045 -0.166 0.017 -0.004
C -0.712791 1.143611 -0.031306 0.148 0.010 -0.052
C -1.073868 -0.122833 0.680370 -0.009 0.224 0.234
O -1.173671 -1.306623 -0.123786 -0.203 -0.028 -0.155
C 0.067287 -1.030898 0.510428 0.223 -0.074 0.037
C 1.044497 -0.378274 -0.461854 0.026 0.012 0.060
H 0.985909 1.797844 -1.182972 -0.159 -0.157 -0.024
H -1.327903 2.037164 -0.019943 0.075 -0.141 -0.035
H -1.741690 -0.120697 1.537949 0.196 0.019 -0.034
H 0.398562 -1.718399 1.287704 -0.111 -0.005 -0.245
H 2.096345 -0.407304 -0.159590 -0.188 0.061 0.115
H 0.959358 -0.912865 -1.416956 0.167 0.061 0.104
```
Forces are in eV/Å.

No. 2
Density functional theory data (ωB97M-V/def2-TZVPD) for C17H45F6NO12S2V as an isolated structure.

The HOMO energy (spin up / spin down) comes out at -11.492 / -11.482 eV. The total energy comes out at -3971.218082 hartree. Its charge is +1. As for the maximum force: 5.5 eV/Å. The spin multiplicity is 5. Its HOMO-LUMO gap (spin up / spin down) is 4.064 / 4.159 eV.

XYZ file:
```
84
Properties=species:S:1:pos:R:3:forces:R:3
V -2.244157 1.894111 -3.718681 3.427 -1.391 2.517
C -0.963844 0.386278 -1.386698 -0.529 0.256 0.189
O -0.539023 1.060936 -2.554468 -2.501 1.603 -2.107
H -0.888053 0.969554 -0.469013 0.143 0.511 -0.095
H -2.023839 0.171204 -1.521854 -0.371 -0.565 0.377
H -0.407037 -0.524864 -1.167911 0.018 -0.243 -0.446
C 4.297247 -2.405608 3.758595 -0.948 -0.541 0.356
F 4.587860 -2.962656 4.941204 0.215 0.750 -1.053
F 4.882859 -3.097543 2.770392 -0.761 0.792 0.887
F 2.949429 -2.410042 3.649507 1.279 0.006 -0.449
S 4.995827 -0.599162 3.744723 3.957 -0.099 1.173
O 4.935206 -0.055577 5.092015 -1.033 -0.659 -2.133
O 6.312140 -0.704915 3.174347 -1.191 -0.257 -0.005
N 4.111101 0.260145 2.441437 0.757 -1.578 1.411
S 2.962057 0.944552 3.251508 -4.065 3.486 -1.171
O 2.283699 0.231498 4.256217 -0.674 -1.889 0.699
O 3.324910 2.265475 3.678753 0.972 0.254 -0.596
C 1.608171 1.197737 1.848125 1.287 0.245 1.067
F 0.567265 1.900009 2.384973 0.949 -1.114 -0.679
F 2.151122 1.930867 0.871828 -0.670 -0.712 0.268
F 1.221019 -0.017872 1.418005 -0.148 1.338 0.139
C 2.629510 4.798121 -3.401925 -0.701 0.238 0.381
C 2.077181 3.386133 -3.537158 -0.405 0.454 -0.319
O 2.146209 2.719445 -2.294757 0.550 -0.021 0.018
H 2.476688 5.441819 -4.268178 0.164 -0.412 -0.395
H 3.674949 4.852958 -3.098357 -0.106 -0.229 -0.003
H 2.000946 5.270454 -2.647001 0.317 0.128 0.385
H 2.494603 2.862524 -4.397206 0.600 -0.442 0.279
H 1.018138 3.437371 -3.789937 -0.570 0.415 -0.262
H 1.366136 2.168663 -2.196113 0.028 -0.176 -0.092
C 2.252609 -2.656875 0.049058 -0.435 -0.858 0.648
C 3.633039 -2.222818 -0.396385 -1.155 0.745 -0.196
O 3.588925 -0.815394 -0.624633 0.768 -0.233 0.667
H 1.481455 -2.261295 -0.611955 0.140 0.149 -0.093
H 1.958284 -2.383641 1.062377 0.318 0.244 0.053
H 2.152999 -3.741695 0.012406 0.037 -0.223 -0.038
H 3.781424 -2.727421 -1.351088 0.686 -0.224 -0.026
H 4.413458 -2.447123 0.330749 0.005 -0.032 -0.231
H 2.957615 -0.733276 -1.343174 -0.071 0.419 -0.371
C -1.154649 -2.792881 1.196778 -1.531 -1.156 0.848
C -2.292166 -3.617308 1.923558 0.908 -0.176 -0.758
O -1.791903 -4.888875 2.303684 0.437 -0.113 0.200
H -1.628005 -1.910793 0.765566 0.303 0.301 0.258
H -0.670005 -3.332484 0.383105 -0.151 -0.299 0.138
H -0.425357 -2.601530 1.983934 0.115 0.481 -0.305
H -3.155336 -3.880272 1.312088 -0.184 0.879 -0.443
H -2.618391 -3.112064 2.832633 -0.086 0.505 -0.150
H -2.548440 -5.306143 2.722170 0.206 -0.455 0.179
C -0.125553 4.463966 -0.081118 -0.293 -0.106 0.225
C -1.489846 4.338266 0.648576 1.894 -0.851 -0.034
O -2.544085 4.573931 -0.239454 -0.572 0.302 -0.415
H -0.081556 5.280174 -0.802202 -0.176 0.254 0.147
H 0.028088 3.549902 -0.654685 0.105 -0.055 -0.094
H 0.728993 4.564085 0.588089 -0.108 -0.021 0.110
H -1.579457 4.958030 1.540745 0.102 0.066 0.006
H -1.522974 3.288873 0.941426 -0.414 0.038 0.356
H -2.513883 5.530586 -0.313638 -0.541 0.201 -0.468
C -3.217276 0.248747 1.805322 0.187 0.656 0.866
C -3.613606 1.294848 2.865106 -0.297 0.738 -0.947
O -4.232423 0.742756 3.979535 -0.248 -0.728 0.755
H -2.243685 -0.173403 2.054341 -0.017 -0.078 -0.091
H -3.159958 0.757624 0.843105 0.114 -0.051 -0.114
H -3.939701 -0.564570 1.736803 -0.128 0.120 0.097
H -4.328677 2.014481 2.466488 -0.135 0.015 -0.768
H -2.806741 1.945105 3.203086 0.757 -0.295 -0.282
H -4.590833 1.511123 4.429825 -0.212 -0.295 0.510
C -5.165772 -2.313094 -0.849966 0.544 0.180 0.570
C -4.603855 -1.113748 -1.606311 0.184 -1.661 0.149
O -5.527419 -0.821108 -2.635118 0.193 0.843 -0.271
H -5.447066 -3.141431 -1.500214 -0.323 0.432 -0.313
H -5.986372 -1.995347 -0.206727 -0.105 -0.241 -0.122
H -4.394467 -2.770761 -0.230510 0.094 0.319 0.316
H -3.657996 -1.426813 -2.048393 0.322 -0.150 -0.250
H -4.347507 -0.272481 -0.962384 -0.491 0.234 0.244
H -5.014658 -0.343316 -3.291164 -0.482 -0.007 -0.383
C 0.799938 -2.780599 -3.374369 -0.227 -0.412 0.079
C 1.814032 -1.719831 -3.798635 -0.775 -0.075 0.562
O 1.932399 -0.730723 -2.760249 0.345 -0.254 -0.528
H -0.202089 -2.382179 -3.215271 -0.152 0.461 -0.340
H 0.992520 -3.244179 -2.406848 0.627 0.018 -0.113
H 0.692786 -3.589432 -4.097150 0.133 0.052 -0.144
H 1.493497 -1.242186 -4.724485 -0.058 0.081 -0.118
H 2.798953 -2.139520 -4.003353 0.001 0.069 0.363
H 1.112376 -0.237506 -2.683449 -0.149 0.094 -0.280
```
Forces are in eV/Å.

No. 3
Density functional theory data (ωB97M-V/def2-TZVPD) for a 2-piece molecular cluster, C3H10N4 overall.

The HOMO energy (spin up / spin down) comes out at -19.428 / -19.424 eV. The total energy comes out at -338.514824 hartree. Its charge is +2. As for the maximum force: 5.0 eV/Å. Its HOMO-LUMO gap (spin up / spin down) is 7.901 / 7.897 eV. Its energy relative to the best compared isomer or geometry (same formula, charge and spin) is 125.6 kcal per mole.

XYZ file:
```
17
Properties=species:S:1:pos:R:3:forces:R:3
C -0.972481 0.892398 -0.697691 -1.961 -0.750 -2.541
C -0.209486 -0.582768 0.731987 1.318 0.205 4.145
C -0.388057 1.879698 1.400169 0.348 1.920 2.718
N -0.978463 -0.326419 -1.368096 0.276 -1.257 1.804
N -0.555491 0.780497 0.503133 -0.110 1.081 -0.978
N -0.450636 -1.144176 -0.493778 -0.320 -1.998 -4.583
N 1.517202 -1.429657 -1.225486 -0.663 -0.291 -2.849
H -1.520470 1.666669 -1.281231 0.952 0.194 1.043
H 0.860158 -0.720832 1.230088 -2.412 0.061 -1.013
H -1.032607 -0.981674 1.363121 0.489 -0.117 0.454
H 0.114803 2.714946 0.831361 -0.263 -0.946 0.834
H -1.384790 2.366230 1.834665 1.931 -1.589 -0.888
H 0.282487 1.433366 2.225248 -1.119 1.450 -0.956
H -0.499808 -2.209951 -0.667881 -0.213 2.142 0.388
H 1.704702 -2.462999 -1.209116 0.999 1.556 0.477
H 2.140508 -0.679648 -0.920993 0.694 -1.130 0.466
H 1.372429 -1.195682 -2.255499 0.054 -0.533 1.478
```
Forces are in eV/Å.